This record from OMol25 describes a structure of composition C16H33ClP2Pd at a distorted geometry. The level of theory is ωB97M-V with the def2-TZVPD basis set.

The geometry in ORCA input format:
```
! wB97M-V def2-TZVPD RIJCOSX def2/J DEFGRID3
* xyz 0 3
P 0.190 -1.669 1.704
P -0.042 1.546 1.867
C -0.109 -0.702 0.164
C 0.336 0.767 0.245
H -1.190 -0.772 -0.026
H 0.384 -1.214 -0.672
H 1.424 0.869 0.102
H -0.152 1.363 -0.542
C -1.745 2.170 1.749
H -1.953 2.782 2.637
H -2.439 1.317 1.724
H -1.853 2.778 0.839
C 1.085 2.947 2.050
H 1.043 3.575 1.149
H 2.111 2.577 2.197
H 0.794 3.551 2.918
C -0.986 -3.039 1.712
H -0.803 -3.688 2.578
H -0.893 -3.617 0.784
H -2.005 -2.641 1.787
C 1.895 -2.296 1.602
H 2.615 -1.468 1.677
H 2.042 -2.835 0.653
H 2.086 -2.972 2.449
Pd -0.028 -0.179 3.365
C 0.549 1.606 -3.188
C -0.776 1.653 -2.989
C -1.803 0.921 -3.801
C -1.397 -0.489 -4.322
C -0.711 -1.377 -3.319
C 0.606 -1.435 -3.086
C 1.656 -0.644 -3.810
C 1.261 0.800 -4.238
C 0.140 -1.838 4.607
H 1.200 2.230 -2.564
H -1.177 2.336 -2.229
H -2.095 1.526 -4.676
H -2.706 0.808 -3.187
H -2.339 -0.990 -4.603
H -0.812 -0.387 -5.248
H -1.378 -2.047 -2.766
H 0.987 -2.173 -2.370
H 1.974 -1.186 -4.719
H 2.543 -0.576 -3.164
H 2.207 1.320 -4.457
H 0.700 0.764 -5.181
H 1.076 -1.625 5.142
H 0.192 -2.815 4.118
H -0.721 -1.776 5.287
Cl -0.012 0.793 6.273
C -0.242 1.429 4.670
H 0.533 2.192 4.517
H -1.261 1.829 4.591
*
```

Computed properties:
<S²>: 2.012
Energy above the lowest of the compared OMol25 structures with the same formula, charge and spin (kJ/mol): 0.0
E (eV): -51702.11515
Highest occupied orbital energy (spin up / spin down) (eV): -3.062 / -8.027

Löwdin population analysis, charges in e, atoms 1 to 8: atom 1 (P): 0.696, atom 2 (P): 0.701, atom 3 (C): -0.395, atom 4 (C): -0.393, atom 5 (H): 0.084, atom 6 (H): 0.036, atom 7 (H): 0.086, atom 8 (H): 0.041